{
  "formula": "C71H79N2O17P2",
  "method": "ωB97M-V with the def2-TZVPD basis set",
  "species": ["C", "C", "C", "N", "C", "P", "C", "C", "C", "C", "C", "C", "C", "O", "O", "P", "N", "C", "C", "C", "C", "C", "C", "C", "C", "C", "C", "C", "C", "C", "C", "C", "C", "C", "C", "O", "H", "H", "H", "H", "H", "H", "H", "H", "H", "H", "H", "H", "H", "H", "H", "H", "H", "H", "H", "H", "H", "H", "H", "H", "H", "H", "H", "H", "H", "H", "H", "H", "H", "H", "H", "H", "H", "H", "H", "H", "H", "H", "H", "H", "H", "H", "H", "H", "H", "H", "H", "C", "C", "C", "O", "C", "C", "C", "O", "H", "H", "H", "H", "C", "C", "C", "O", "C", "C", "C", "O", "H", "H", "H", "H", "C", "C", "C", "O", "C", "C", "C", "O", "H", "H", "H", "H", "C", "C", "C", "O", "C", "C", "C", "O", "H", "H", "H", "H", "C", "C", "C", "O", "C", "C", "C", "O", "H", "H", "H", "H", "C", "C", "C", "O", "C", "C", "C", "O", "H", "H", "H", "H", "C", "C", "C", "O", "C", "C", "C", "O", "H", "H", "H", "H"],
  "coordinates": [[-3.313, 2.465, 1.957], [-2.535, 1.986, 1.180], [-1.630, 1.402, 0.168], [-1.460, -0.056, 0.364], [-2.468, -0.871, -0.067], [-3.993, -0.161, -0.797], [-5.393, -1.347, -0.647], [-5.959, -1.217, 0.800], [-3.713, 0.400, -2.544], [-4.274, 1.871, -2.623], [-2.331, -2.243, 0.072], [-1.199, -2.815, 0.666], [-1.098, -4.322, 0.773], [-0.837, -5.020, -0.156], [-1.424, -4.839, 2.007], [-0.355, -5.911, 2.724], [-0.734, -7.404, 2.567], [-0.191, -1.950, 1.129], [1.045, -2.494, 1.812], [0.798, -2.477, 3.368], [2.129, -2.384, 4.148], [2.161, -1.194, 5.133], [3.403, -1.259, 6.064], [4.649, -1.870, 5.388], [5.994, -1.432, 6.005], [7.056, -1.200, 4.914], [7.362, -2.464, 4.084], [7.840, -2.106, 2.655], [6.738, -1.404, 1.818], [6.284, -2.194, 0.559], [4.968, -2.995, 0.810], [-0.347, -0.562, 0.950], [0.740, 0.364, 1.458], [1.782, 0.744, 0.382], [2.419, 2.103, 0.771], [2.834, -0.205, 0.367], [-3.780, 3.020, 2.746], [-1.968, 1.617, -0.850], [-0.680, 1.927, 0.280], [-5.150, -2.394, -0.858], [-6.167, -0.968, -1.326], [-5.102, -1.170, 1.488], [-6.571, -2.083, 1.064], [-6.510, -0.283, 0.931], [-4.251, -0.203, -3.280], [-2.650, 0.462, -2.806], [-4.329, 2.281, -1.604], [-5.293, 1.898, -3.017], [-3.626, 2.536, -3.201], [-3.099, -2.928, -0.276], [0.883, -5.662, 2.111], [-0.342, -5.578, 4.095], [-0.871, -7.859, 3.464], [1.913, -1.859, 1.623], [1.283, -3.498, 1.449], [0.138, -1.622, 3.563], [0.271, -3.398, 3.631], [2.198, -3.281, 4.781], [2.974, -2.371, 3.457], [2.110, -0.235, 4.599], [1.279, -1.245, 5.783], [3.658, -0.227, 6.337], [3.189, -1.782, 7.003], [4.555, -2.962, 5.356], [4.649, -1.533, 4.339], [5.878, -0.515, 6.595], [6.348, -2.229, 6.676], [7.984, -0.836, 5.374], [6.691, -0.395, 4.261], [8.157, -3.028, 4.586], [6.478, -3.110, 4.001], [8.215, -3.016, 2.169], [8.700, -1.432, 2.763], [5.860, -1.283, 2.470], [7.055, -0.382, 1.570], [7.057, -2.914, 0.274], [6.125, -1.469, -0.248], [4.287, -2.883, -0.042], [5.227, -4.052, 0.942], [4.454, -2.665, 1.719], [0.243, 1.286, 1.782], [1.244, -0.019, 2.346], [1.356, 0.847, -0.627], [2.958, 2.500, -0.094], [1.666, 2.837, 1.081], [3.132, 1.929, 1.584], [2.928, -0.594, -0.517], [-8.572, 4.067, -4.067], [-8.668, 5.221, -4.722], [-7.752, 5.545, -5.844], [-7.838, 6.598, -6.440], [-6.730, 4.535, -6.208], [-6.633, 3.381, -5.553], [-7.548, 3.058, -4.432], [-7.464, 2.004, -3.833], [-9.229, 3.811, -3.245], [-9.408, 5.971, -4.473], [-6.075, 4.791, -7.032], [-5.895, 2.629, -5.802], [3.702, -4.210, -4.291], [4.003, -3.022, -3.772], [3.279, -2.498, -2.595], [3.552, -1.410, -2.118], [2.209, -3.340, -2.010], [1.904, -4.527, -2.525], [2.630, -5.058, -3.709], [2.356, -6.137, -4.179], [4.218, -4.613, -5.153], [4.781, -2.390, -4.180], [1.695, -2.933, -1.146], [1.125, -5.158, -2.113], [8.567, 1.578, -2.822], [8.790, 0.895, -1.702], [8.529, 1.493, -0.371], [8.731, 0.869, 0.650], [8.011, 2.883, -0.333], [7.788, 3.567, -1.452], [8.048, 2.968, -2.785], [7.841, 3.589, -3.805], [8.751, 1.160, -3.803], [9.167, -0.120, -1.707], [7.828, 3.300, 0.649], [7.411, 4.582, -1.447], [-7.121, 7.787, -9.329], [-6.934, 9.096, -9.482], [-7.177, 9.761, -10.785], [-7.005, 10.952, -10.927], [-7.637, 8.910, -11.912], [-7.824, 7.602, -11.759], [-7.580, 6.939, -10.455], [-7.750, 5.745, -10.313], [-6.951, 7.282, -8.387], [-6.600, 9.732, -8.672], [-7.809, 9.415, -12.855], [-8.158, 6.965, -12.568], [-4.737, -2.321, 5.960], [-5.210, -3.530, 6.254], [-4.736, -4.740, 5.533], [-5.166, -5.840, 5.796], [-3.713, -4.546, 4.475], [-3.242, -3.336, 4.184], [-3.716, -2.129, 4.903], [-3.281, -1.028, 4.630], [-5.070, -1.427, 6.473], [-5.955, -3.691, 7.022], [-3.379, -5.438, 3.956], [-2.498, -3.174, 3.415], [-3.506, -1.929, -7.676], [-4.267, -1.050, -7.027], [-3.672, 0.118, -6.337], [-4.365, 0.919, -5.741], [-2.200, 0.276, -6.396], [-1.437, -0.601, -7.044], [-2.031, -1.774, -7.736], [-1.337, -2.570, -8.325], [-3.920, -2.789, -8.186], [-5.344, -1.144, -6.972], [-1.788, 1.138, -5.887], [-0.360, -0.504, -7.100], [3.041, 1.606, 9.151], [3.301, 2.702, 9.860], [2.335, 3.828, 9.917], [2.571, 4.827, 10.559], [1.069, 3.683, 9.155], [0.811, 2.586, 8.446], [1.777, 1.463, 8.390], [1.542, 0.461, 7.745], [3.732, 0.774, 9.096], [4.218, 2.825, 10.422], [0.378, 4.514, 9.210], [-0.105, 2.461, 7.884]],
  "total_charge": 1,
  "multiplicity": 1,
  "e_lumo_ev": -3.8,
  "e_homo_ha": -0.4000,
  "orbital_gap_ha": 0.259
}

***

{
  "formula": "C72H152N8O8",
  "method": "ωB97M-V with the def2-TZVPD basis set",
  "species": ["C", "C", "C", "C", "C", "C", "N", "O", "C", "C", "C", "H", "H", "H", "H", "H", "H", "H", "H", "H", "H", "H", "H", "H", "H", "H", "H", "H", "H", "H", "C", "C", "C", "C", "C", "C", "N", "O", "C", "C", "C", "H", "H", "H", "H", "H", "H", "H", "H", "H", "H", "H", "H", "H", "H", "H", "H", "H", "H", "H", "C", "C", "C", "C", "C", "C", "N", "O", "C", "C", "C", "H", "H", "H", "H", "H", "H", "H", "H", "H", "H", "H", "H", "H", "H", "H", "H", "H", "H", "H", "C", "C", "C", "C", "C", "C", "N", "O", "C", "C", "C", "H", "H", "H", "H", "H", "H", "H", "H", "H", "H", "H", "H", "H", "H", "H", "H", "H", "H", "H", "C", "C", "C", "C", "C", "C", "N", "O", "C", "C", "C", "H", "H", "H", "H", "H", "H", "H", "H", "H", "H", "H", "H", "H", "H", "H", "H", "H", "H", "H", "C", "C", "C", "C", "C", "C", "N", "O", "C", "C", "C", "H", "H", "H", "H", "H", "H", "H", "H", "H", "H", "H", "H", "H", "H", "H", "H", "H", "H", "H", "C", "C", "C", "C", "C", "C", "N", "O", "C", "C", "C", "H", "H", "H", "H", "H", "H", "H", "H", "H", "H", "H", "H", "H", "H", "H", "H", "H", "H", "H", "C", "C", "C", "C", "C", "C", "N", "O", "C", "C", "C", "H", "H", "H", "H", "H", "H", "H", "H", "H", "H", "H", "H", "H", "H", "H", "H", "H", "H", "H"],
  "coordinates": [[-0.507, -4.558, 6.976], [-1.773, -4.367, 5.983], [-2.979, -3.751, 6.755], [-2.931, -2.306, 6.895], [-2.808, -1.637, 5.460], [-1.589, -2.103, 4.638], [-1.523, -3.589, 4.675], [-0.468, -4.137, 4.085], [-1.818, -1.573, 3.215], [-0.181, -1.597, 5.225], [-2.280, -5.871, 5.692], [-0.126, -3.623, 7.389], [0.224, -5.189, 6.471], [-0.822, -5.048, 7.898], [-3.878, -4.106, 6.251], [-2.988, -4.120, 7.781], [-2.065, -1.953, 7.454], [-3.866, -1.995, 7.362], [-2.856, -0.548, 5.433], [-3.710, -1.915, 4.916], [-2.841, -1.228, 3.062], [-1.277, -0.627, 3.230], [-1.503, -2.270, 2.438], [-0.258, -0.537, 5.469], [0.101, -1.988, 6.203], [0.674, -1.831, 4.590], [-3.135, -5.908, 5.016], [-2.240, -6.478, 6.596], [-1.559, -6.294, 4.992], [-0.818, -4.560, 3.298], [-2.985, 3.526, -3.721], [-3.992, 2.646, -4.538], [-3.847, 3.007, -6.021], [-2.963, 2.138, -6.889], [-3.262, 0.631, -6.747], [-3.094, 0.209, -5.225], [-3.875, 1.098, -4.379], [-3.986, 0.578, -3.032], [-3.689, -1.268, -5.140], [-1.601, 0.175, -4.768], [-5.363, 3.109, -4.115], [-3.216, 4.588, -3.803], [-1.968, 3.613, -4.103], [-2.857, 3.244, -2.675], [-4.784, 2.831, -6.550], [-3.443, 4.008, -6.172], [-1.902, 2.270, -6.680], [-3.154, 2.250, -7.956], [-2.702, -0.129, -7.290], [-4.275, 0.439, -7.102], [-3.399, -1.773, -4.219], [-4.778, -1.243, -5.104], [-3.307, -2.069, -5.774], [-1.199, 1.162, -4.540], [-1.660, -0.377, -3.830], [-0.784, -0.251, -5.350], [-6.125, 2.383, -4.399], [-5.398, 4.107, -4.552], [-5.541, 3.199, -3.043], [-4.864, 0.196, -2.965], [2.513, 1.497, 1.970], [2.447, 0.288, 0.925], [1.146, -0.524, 0.924], [-0.082, 0.302, 0.361], [0.261, 0.526, -1.030], [1.604, 1.370, -1.318], [2.727, 0.838, -0.429], [3.944, 1.515, -0.620], [1.999, 0.959, -2.805], [1.557, 2.855, -1.254], [3.551, -0.776, 1.377], [2.014, 2.414, 1.657], [3.561, 1.773, 2.086], [2.252, 1.071, 2.939], [1.304, -1.431, 0.340], [1.024, -0.699, 1.993], [-0.132, 1.245, 0.906], [-0.985, -0.292, 0.222], [-0.515, 1.247, -1.290], [0.048, -0.406, -1.552], [1.283, 1.188, -3.594], [2.911, 1.424, -3.183], [2.211, -0.110, -2.800], [1.333, 3.195, -0.243], [2.481, 3.397, -1.456], [0.680, 3.283, -1.741], [4.277, -0.268, 2.012], [4.138, -1.026, 0.493], [3.309, -1.765, 1.767], [4.143, 1.302, -1.535], [-5.667, 8.075, 0.865], [-4.227, 7.651, 1.292], [-4.369, 6.744, 2.555], [-4.333, 5.294, 2.319], [-3.178, 4.895, 1.285], [-3.413, 5.575, -0.074], [-3.422, 6.992, 0.298], [-3.243, 7.744, -0.902], [-1.996, 5.185, -0.739], [-4.659, 4.986, -0.790], [-3.475, 8.886, 1.801], [-5.648, 8.613, -0.083], [-6.066, 8.633, 1.712], [-6.382, 7.254, 0.818], [-3.776, 7.080, 3.405], [-5.354, 6.833, 3.014], [-5.282, 4.822, 2.066], [-4.053, 4.916, 3.303], [-3.030, 3.816, 1.301], [-2.252, 5.110, 1.819], [-1.814, 5.720, -1.671], [-1.090, 5.499, -0.221], [-1.793, 4.164, -1.062], [-5.548, 5.597, -0.630], [-4.615, 4.926, -1.877], [-4.875, 3.921, -0.697], [-3.582, 9.567, 0.957], [-2.442, 8.948, 2.142], [-3.889, 9.492, 2.608], [-2.289, 7.846, -0.886], [-7.733, 0.111, 4.248], [-7.628, -0.420, 2.768], [-8.553, 0.480, 1.900], [-7.860, 1.760, 1.360], [-6.523, 1.314, 0.597], [-5.602, 0.563, 1.561], [-6.228, -0.576, 2.212], [-5.390, -1.204, 3.090], [-4.443, 0.031, 0.691], [-4.893, 1.538, 2.685], [-8.174, -1.879, 2.684], [-7.303, 1.105, 4.132], [-7.057, -0.450, 4.893], [-8.763, 0.136, 4.604], [-8.954, -0.071, 1.050], [-9.270, 0.919, 2.595], [-7.589, 2.317, 2.257], [-8.491, 2.370, 0.714], [-6.070, 2.228, 0.213], [-6.765, 0.660, -0.240], [-3.947, 0.758, 0.048], [-3.632, -0.323, 1.327], [-4.800, -0.821, 0.113], [-4.366, 1.073, 3.518], [-4.303, 2.348, 2.254], [-5.675, 2.064, 3.232], [-8.008, -2.451, 1.771], [-9.244, -1.992, 2.859], [-7.697, -2.404, 3.511], [-4.992, -1.801, 2.452], [4.357, -6.907, 7.727], [4.578, -5.403, 7.570], [5.890, -4.879, 8.285], [6.386, -3.426, 7.973], [6.286, -3.204, 6.479], [4.922, -3.530, 5.797], [4.579, -4.930, 6.163], [3.618, -5.594, 5.341], [3.920, -2.481, 6.179], [5.199, -3.493, 4.305], [3.481, -4.723, 8.386], [4.772, -7.351, 8.632], [4.768, -7.582, 6.976], [3.285, -7.105, 7.720], [5.818, -4.927, 9.372], [6.711, -5.575, 8.116], [7.418, -3.226, 8.263], [5.751, -2.769, 8.567], [7.151, -3.719, 6.061], [6.489, -2.144, 6.330], [4.355, -1.603, 5.703], [2.884, -2.605, 5.864], [3.799, -2.230, 7.233], [5.803, -2.703, 3.860], [5.667, -4.395, 3.910], [4.265, -3.386, 3.754], [3.316, -5.391, 9.231], [2.561, -4.571, 7.820], [3.746, -3.730, 8.750], [2.909, -4.949, 5.285], [7.391, -5.424, -1.967], [6.001, -5.674, -2.544], [4.960, -5.014, -1.612], [4.866, -3.424, -1.766], [4.625, -3.255, -3.283], [5.802, -3.755, -4.153], [5.862, -5.168, -3.943], [6.805, -5.845, -4.714], [5.379, -3.548, -5.626], [7.051, -2.778, -3.889], [5.708, -7.231, -2.384], [7.466, -5.898, -0.989], [7.607, -4.370, -1.791], [8.286, -5.662, -2.542], [3.897, -5.234, -1.709], [5.237, -5.098, -0.561], [5.812, -2.941, -1.521], [4.091, -3.025, -1.111], [4.523, -2.197, -3.524], [3.604, -3.458, -3.606], [4.683, -4.265, -6.061], [4.864, -2.588, -5.637], [6.204, -3.563, -6.338], [6.918, -1.755, -4.242], [7.352, -2.752, -2.842], [7.738, -3.201, -4.622], [5.241, -7.636, -3.281], [4.999, -7.435, -1.582], [6.628, -7.733, -2.084], [6.350, -6.621, -5.049], [3.939, 0.346, -7.024], [3.554, 1.778, -7.440], [2.117, 1.770, -7.923], [1.541, 3.186, -8.275], [1.558, 3.959, -7.014], [2.894, 4.049, -6.308], [3.540, 2.707, -6.202], [4.787, 2.663, -5.465], [3.828, 5.149, -7.009], [2.616, 4.527, -4.819], [4.442, 2.124, -8.581], [3.578, 0.072, -6.032], [5.018, 0.287, -6.880], [3.576, -0.334, -7.795], [2.018, 1.071, -8.754], [1.428, 1.394, -7.167], [0.524, 3.207, -8.665], [2.163, 3.852, -8.873], [0.753, 3.744, -6.311], [1.303, 4.992, -7.250], [4.877, 5.186, -6.715], [3.793, 5.050, -8.094], [3.490, 6.145, -6.721], [2.309, 3.714, -4.160], [3.583, 4.836, -4.422], [2.072, 5.460, -4.671], [5.442, 2.286, -8.180], [4.163, 3.100, -8.978], [4.503, 1.267, -9.252], [4.485, 2.346, -4.611]],
  "total_charge": -1,
  "multiplicity": 2,
  "s_squared": 0.75,
  "e_lumo_ev": [2.0, 1.9],
  "e_homo_ha": [0.0201, -0.2136],
  "orbital_gap_ha": [0.052, 0.285],
  "relative_energy_kcal_mol": 22.30
}